{"formula": "C25H62B4F31N7O9P2", "method": "ωB97M-V with the def2-TZVPD basis set", "gap_ev": 4.458, "e_lumo_ev": -4.760, "charge": 1, "multiplicity": 2, "e_tot_ev": -161332.397, "species": ["C", "C", "O", "N", "H", "H", "C", "H", "H", "H", "H", "H", "H", "C", "C", "O", "N", "H", "H", "C", "H", "H", "H", "H", "H", "H", "C", "C", "O", "N", "H", "H", "C", "H", "H", "H", "H", "H", "H", "C", "C", "O", "N", "H", "H", "C", "H", "H", "H", "H", "H", "H", "C", "C", "O", "N", "H", "H", "C", "H", "H", "H", "H", "H", "H", "C", "C", "O", "N", "H", "H", "C", "H", "H", "H", "H", "H", "H", "C", "C", "O", "N", "H", "H", "C", "H", "H", "H", "H", "H", "H", "C", "O", "O", "C", "F", "F", "F", "C", "C", "H", "H", "H", "H", "H", "H", "P", "F", "F", "F", "F", "F", "F", "P", "F", "F", "F", "F", "F", "F", "B", "F", "F", "F", "F", "B", "F", "F", "F", "F", "B", "F", "F", "F", "F", "B", "F", "F", "F", "F"], "coordinates": [[2.3351, -3.8467, 3.8993], [2.1422, -2.4483, 4.4587], [1.1963, -1.8035, 4.0688], [3.1117, -1.8581, 5.3993], [2.7581, -1.7141, 6.3343], [3.8058, -2.5671, 5.5880], [3.5895, -0.5111, 4.8264], [3.3188, -3.9723, 3.4468], [1.5455, -4.0081, 3.1654], [2.1450, -4.6018, 4.6620], [4.0361, -0.0448, 5.7045], [2.7653, 0.0919, 4.4454], [4.3440, -0.6292, 4.0486], [1.3690, 0.9464, 1.0762], [-0.2062, 0.7785, 0.9572], [-0.9227, 0.2016, 1.7445], [-0.8816, 1.3776, -0.2635], [-1.2161, 2.3244, -0.1545], [-0.1578, 1.5224, -0.9529], [-1.9564, 0.4577, -0.8269], [1.9002, 0.0525, 0.7491], [1.5887, 0.8596, 2.1403], [1.9482, 1.7519, 0.6249], [-1.4646, -0.3673, -1.3422], [-2.4511, 1.0857, -1.5678], [-2.6963, 0.1680, -0.0807], [-1.3832, -2.1978, -4.0937], [-1.0305, -1.8936, -5.5063], [-1.8538, -1.4433, -6.2731], [0.3353, -2.3261, -6.0361], [0.4574, -3.1517, -5.4673], [0.2830, -2.6511, -6.9910], [1.3953, -1.2265, -5.8954], [-1.2074, -3.2665, -3.9706], [-2.3979, -1.8350, -3.9298], [-0.6750, -1.7374, -3.4048], [0.8941, -0.3099, -6.2064], [2.2423, -1.4653, -6.5386], [1.7162, -1.2068, -4.8539], [-5.1852, 2.2658, 1.4672], [-6.4809, 1.5932, 1.8179], [-7.3318, 1.9700, 2.6106], [-6.7689, 0.2327, 1.1770], [-6.8865, 0.4500, 0.1976], [-5.9545, -0.3644, 1.1610], [-8.0003, -0.5712, 1.6269], [-4.5839, 1.7804, 0.6984], [-4.5464, 2.4233, 2.3363], [-5.2695, 3.2567, 1.0211], [-8.2872, -1.4215, 1.0082], [-8.8844, 0.0555, 1.7434], [-7.7225, -0.7677, 2.6625], [-2.0270, -5.1995, 2.8075], [-2.2137, -4.0897, 3.8186], [-1.5153, -4.0189, 4.7961], [-2.9911, -2.8461, 3.5094], [-3.3961, -2.8063, 2.5850], [-3.7831, -2.8282, 4.1358], [-2.0925, -1.6264, 3.8560], [-2.9778, -5.4436, 2.3338], [-1.5542, -6.0316, 3.3293], [-1.4491, -4.7611, 1.9940], [-1.1561, -1.6942, 3.3021], [-2.0780, -1.6058, 4.9457], [-2.6137, -0.6801, 3.7114], [5.0575, 1.2583, -0.4276], [6.4212, 1.7659, 0.1046], [7.0504, 2.6962, -0.4076], [7.0140, 1.0185, 1.3623], [6.2321, 0.4989, 1.7350], [7.5430, 0.2979, 0.8923], [7.5835, 1.9929, 2.3650], [5.2900, 0.3848, -1.0367], [4.5951, 1.9201, -1.1600], [4.3651, 1.1577, 0.4082], [8.5754, 2.3216, 2.0550], [7.6390, 1.4274, 3.2952], [6.9166, 2.8506, 2.4535], [3.2996, -2.3671, -1.3450], [2.1868, -3.0322, -0.4455], [1.9007, -2.6121, 0.6515], [1.6167, -4.3263, -1.0003], [2.0635, -4.4649, -1.8955], [1.9418, -5.0806, -0.4126], [0.0635, -4.2629, -1.0993], [4.2727, -2.8145, -1.1427], [3.4322, -1.2874, -1.2750], [2.9318, -2.5742, -2.3500], [-0.2542, -3.3863, -1.6639], [-0.3298, -4.0089, -0.1150], [-0.3438, -5.1944, -1.4922], [-4.4018, 0.9780, -5.9646], [-5.1612, 1.9642, -5.2270], [-5.3754, 0.0254, -6.3366], [-3.5451, 1.6635, -7.0768], [-2.5221, 2.4565, -6.5378], [-2.9733, 0.7777, -7.9326], [-4.2645, 2.5791, -7.7447], [-4.5045, 2.4920, -4.0584], [-5.4278, 3.6741, -3.5893], [-6.3743, 3.2798, -3.2197], [-4.8499, 4.1467, -2.7951], [-5.6287, 4.3566, -4.4151], [-3.5138, 2.9132, -4.2291], [-4.2823, 1.8427, -3.2116], [-3.7535, 0.4422, -5.2713], [-1.8977, 4.6905, -0.4734], [-1.7105, 5.6066, 0.9076], [-2.5858, 3.5515, 0.4811], [-3.2945, 5.4251, -0.8029], [-2.1497, 3.8586, -1.8182], [-1.2112, 5.8217, -1.4017], [-0.4281, 3.9765, -0.2521], [3.8922, 3.4074, 4.4021], [4.5314, 4.4850, 3.3554], [4.4673, 4.3329, 5.6859], [2.6014, 4.4050, 4.4507], [3.2496, 2.5189, 5.6421], [3.3132, 2.4513, 3.2723], [5.3132, 2.5869, 4.4737], [-4.4289, -1.9211, 0.6684], [-3.6798, -3.0099, 0.9671], [-5.7384, -2.2767, 0.9183], [-4.1043, -0.8864, 1.4254], [-4.2435, -1.5381, -0.6203], [3.7957, 4.9506, -0.7338], [4.4362, 4.2897, -1.7732], [3.1085, 4.0440, -0.0574], [4.8048, 5.5380, -0.0295], [3.0553, 5.7974, -1.4605], [5.3861, -1.7723, 1.4342], [4.5196, -0.7497, 1.5694], [4.7868, -2.9580, 1.8182], [6.0279, -1.7935, 0.2164], [6.3548, -1.5669, 2.3687], [1.3392, 0.6509, -2.5356], [1.0047, 1.9092, -2.0167], [2.6794, 0.4744, -2.8940], [0.8553, -0.3159, -1.6269], [0.4908, 0.4399, -3.6420]], "forces_ev_per_a": [[0.134, 0.150, 0.551], [-2.924, -0.480, -2.133], [1.515, -0.177, 1.277], [-0.083, -0.039, -0.891], [-0.976, 0.501, 0.268], [1.110, 0.058, -0.472], [1.090, 0.569, 0.882], [0.091, -0.021, 0.039], [0.235, 0.355, -0.071], [0.384, -0.006, 0.301], [0.009, 0.475, -0.372], [-0.150, -0.360, 0.362], [-0.146, -0.487, 0.062], [-1.001, -1.031, 0.775], [0.950, 0.458, 0.464], [1.185, 0.570, -1.075], [-0.311, -2.592, 0.608], [-0.380, 0.869, 0.901], [0.821, 0.213, -0.905], [0.257, 1.396, -0.196], [-0.579, -0.431, -0.585], [-0.250, 0.670, 0.167], [-0.910, 0.690, -0.113], [-0.113, 0.005, 0.372], [-0.079, -0.133, -0.108], [0.585, 0.008, 0.002], [1.370, -0.006, 0.051], [-3.248, 1.481, -2.034], [2.444, -0.819, 0.976], [-0.498, 0.368, 0.932], [1.123, -0.337, 0.104], [-0.435, 0.188, -0.610], [-0.003, -0.415, 0.158], [-0.677, -0.331, 0.163], [0.165, -0.417, 0.121], [0.021, 0.519, 0.045], [0.269, 0.016, 0.211], [-0.226, -0.056, -0.038], [-0.192, 0.375, -0.157], [0.465, -0.102, -0.844], [-2.139, 1.207, 2.874], [2.311, -0.932, -2.189], [-1.419, 0.058, -1.208], [-0.090, 0.165, -0.750], [0.511, -0.364, 0.458], [0.340, 1.323, 1.518], [-0.129, -0.595, 0.196], [-0.240, -0.205, 0.219], [-0.753, 0.241, 0.279], [0.932, 0.099, -0.003], [0.352, 0.473, -0.448], [-0.296, -0.871, -0.165], [-1.396, 0.904, 0.119], [2.616, -0.143, 0.751], [-1.212, -0.315, -0.582], [0.676, 0.758, 1.073], [0.143, -0.153, -1.180], [-0.392, 0.048, 0.476], [-1.254, 0.246, 0.693], [-0.033, -0.372, 0.112], [-0.030, 0.129, -0.348], [0.382, -0.119, 0.074], [-0.208, 0.077, 0.398], [1.015, -0.600, -0.118], [-0.186, -0.325, -1.136], [1.019, 0.562, 0.240], [0.473, 4.025, -3.048], [-1.630, -3.912, 2.622], [-1.567, 1.630, -1.742], [-0.397, -0.081, 0.618], [1.201, -0.222, 0.506], [0.538, -0.747, 0.001], [-0.237, -0.671, 0.615], [0.553, 0.920, 0.296], [0.124, -0.534, -0.240], [-0.224, -0.119, -0.115], [0.038, 0.337, 0.031], [-0.113, -0.224, -0.038], [-1.807, -1.229, -0.053], [2.763, 4.065, 2.385], [-0.588, -2.043, -2.405], [-1.652, 0.639, -0.057], [-0.035, -0.101, -0.532], [-0.121, -0.446, 0.520], [0.528, 0.362, 0.490], [-0.019, -0.347, 0.014], [-0.572, -0.051, 0.576], [0.584, 0.070, -0.475], [0.550, -0.170, -0.482], [0.333, -0.515, 0.174], [0.244, 0.128, 0.087], [-2.805, 0.319, 1.044], [2.082, -0.979, -0.167], [2.064, 0.937, -0.433], [0.726, 1.829, -0.258], [-1.071, -1.913, -0.137], [-0.652, 0.739, 0.841], [-0.075, -1.181, -0.164], [-0.822, 2.434, 0.107], [1.134, -1.376, -0.061], [-0.002, 0.066, 0.070], [-0.348, 0.409, 0.075], [0.192, -0.024, 0.124], [0.013, 0.109, -0.807], [-0.755, -1.013, -0.119], [0.428, -0.280, -0.036], [1.440, 4.836, 0.015], [-0.087, -1.170, -1.533], [-0.367, -0.754, -0.433], [-0.976, -0.519, 1.118], [-0.003, -2.161, -0.124], [0.478, -0.330, 0.839], [-1.049, -0.132, 0.121], [0.855, 5.253, 3.063], [0.130, -1.656, 0.127], [0.468, -0.363, -0.933], [-0.408, -1.537, -0.487], [-0.224, -1.337, -1.240], [-0.131, -0.508, -0.021], [-0.644, -0.682, -0.488], [-1.197, -0.787, -2.143], [1.939, -2.214, 0.596], [-1.490, -0.176, 0.202], [0.866, 2.755, 2.876], [-0.012, 0.018, -1.796], [2.019, 0.628, -2.222], [1.907, -2.649, -1.796], [-2.074, -2.270, 2.458], [0.683, 0.949, 1.633], [-2.475, 2.648, -0.079], [1.193, -0.808, 0.758], [-2.032, 1.545, -0.281], [-1.237, -1.523, -0.572], [-0.318, -0.305, -1.357], [2.018, 0.571, 1.811], [-0.371, 1.121, -0.789], [0.783, -0.409, -0.048], [-0.714, -0.242, 0.491], [0.506, -1.283, 0.991], [-0.114, -0.338, -1.122]], "mulliken_spin": [0.000, 0.000, 0.000, 0.000, 0.000, 0.000, 0.000, 0.000, 0.000, 0.000, 0.000, 0.000, 0.000, 0.000, 0.000, 0.000, 0.000, 0.000, 0.000, -0.003, 0.000, 0.000, 0.000, 0.000, 0.001, 0.000, 0.002, -0.002, -0.001, 0.000, 0.000, 0.000, 0.000, 0.000, 0.001, -0.001, 0.000, 0.000, 0.000, 0.000, 0.000, 0.000, 0.000, 0.000, 0.000, 0.000, 0.000, 0.000, 0.000, 0.000, 0.000, 0.000, 0.000, 0.000, 0.000, 0.000, 0.000, 0.000, 0.000, 0.000, 0.000, 0.000, 0.000, 0.000, 0.000, 0.000, 0.000, 0.000, 0.000, 0.000, 0.000, 0.000, 0.000, 0.000, 0.000, 0.000, 0.000, 0.000, 0.000, 0.000, 0.000, 0.000, 0.000, 0.000, 0.000, 0.000, 0.000, 0.000, 0.000, 0.000, 0.000, -0.016, 0.028, 0.930, 0.036, 0.001, 0.001, 0.001, 0.001, -0.001, 0.000, 0.001, 0.000, 0.001, -0.001, 0.020, 0.000, 0.000, 0.000, 0.000, 0.000, 0.000, 0.000, 0.000, 0.000, 0.000, 0.000, 0.000, 0.000, 0.000, 0.000, 0.000, 0.000, 0.000, 0.000, 0.000, 0.000, 0.000, 0.000, 0.000, 0.000, 0.000, 0.000, 0.000, 0.000, 0.000, 0.000, 0.000, 0.000, 0.000]}